Here is one molecule with the formula C2H2N2OS2 in a non-equilibrium geometry from the OMol25 dataset. Energies are from wB97M-V/def2-TZVPD.

Geometry as ORCA input:
```
! RIJCOSX wB97M-V def2-TZVPD def2/J DEFGRID3
* xyz 0 1
C -0.0791 -0.9647 -0.5434
C -0.1645 -0.8795 0.9049
N 0.5697 1.6711 0.6255
N -0.1552 0.0021 -1.3564
O -0.2507 -1.8389 1.6306
S -0.1141 0.5648 -2.7807
S -0.2260 0.7805 1.6505
H 0.0211 -1.9972 -0.8856
H 0.3988 2.6617 0.7546
*
```

Results
**M**: 134.19 g/mol
**Total energy**: -1058.41659 Ha
**Energy above the lowest of the compared OMol25 structures with the same formula, charge and spin**: 254.87 kJ/mol
**Gap between HOMO and LUMO (spin up / spin down)**: 7.2 / 7.6 eV